Entry 1:
# C3H6N2

A 2-piece molecular cluster, C3H6N2 overall at a distorted geometry (the ωB97M-V functional and the def2-TZVPD basis, OMol25).

Calculated values
<S²>: 2.0215
Orbital gap (alpha / beta) in Eh: 0.316 / 0.208
HOMO (alpha / beta) in eV: -7.78 / -7.62
2S+1: 3
F_max in eV/Å: 3.66

Last column: Mulliken spin population.
Geometry (Å):
1 C 1.202 -0.481 0.205  0.22
2 C -0.056 -0.642 0.058  0.48
3 C -1.464 -0.955 0.088  -0.01
4 N 2.429 -0.616 0.011  0.33
5 N 0.493 1.956 -0.130  0.92
6 H 0.220 1.968 -1.097  -0.02
7 H -2.054 -1.357 0.968  0.03
8 H -1.867 0.068 -0.327  0.01
9 H -1.633 -1.605 -0.817  0.04
10 H 3.103 -0.512 0.786  0.04
11 H -0.375 2.176 0.255  -0.03

Entry 2:
# C3H6N2O

C3H6N2O as an isolated structure at a distorted geometry (the ωB97M-V functional and the def2-TZVPD basis, OMol25).

Calculated values
Orbital gap in Eh: 0.318
HOMO in eV: -7.66
F_max in eV/Å: 1.81

Last column: natural (NBO) charge in e.
Geometry (Å):
1 N -0.167 -0.089 -1.310  -0.27
2 N 0.629 1.022 -1.261  -0.69
3 C -1.215 0.266 0.696  0.49
4 C -0.039 -0.925 -0.270  -0.04
5 C 0.567 -0.680 0.995  -0.57
6 O -2.278 -0.146 1.007  -0.52
7 H 0.626 1.492 -2.155  0.38
8 H 1.495 0.998 -0.727  0.36
9 H -0.805 1.273 0.572  0.19
10 H -0.605 -1.840 -0.397  0.23
11 H 0.490 -1.473 1.727  0.23
12 H 1.302 0.103 1.122  0.21

Entry 3:
# C3H6N2O

A 2-piece molecular cluster, C3H6N2O overall at a distorted geometry (the ωB97M-V functional and the def2-TZVPD basis, OMol25).

Calculated values
Orbital gap in Eh: 0.395
SMILES string: CN=C=O.C=N
HOMO in eV: -10.11
F_max in eV/Å: 1.38

Last column: natural (NBO) charge in e.
Geometry (Å):
1 C -1.020 -1.754 -0.287  -0.41
2 N -1.578 -0.565 0.237  -0.54
3 C -1.926 0.549 0.027  0.85
4 O -2.310 1.644 0.025  -0.53
5 H -1.718 -2.574 -0.113  0.21
6 H -0.817 -1.671 -1.357  0.21
7 H -0.089 -1.969 0.241  0.21
8 C 2.110 1.118 0.538  -0.04
9 N 1.920 1.537 -0.623  -0.59
10 H 1.355 1.055 1.329  0.15
11 H 3.104 0.778 0.799  0.16
12 H 0.969 1.852 -0.815  0.34

Entry 4:
# C3H6N2O

One molecule with the formula C3H6N2O (the ωB97M-V functional and the def2-TZVPD basis, OMol25).

Calculated values
Orbital gap in Eh: 0.385
SMILES string: NCCN=C=O
HOMO in eV: -9.62
F_max in eV/Å: 0.77

Last column: natural (NBO) charge in e.
Geometry (Å):
1 N 0.904 -0.263 0.800  -0.85
2 C -0.534 -0.087 0.812  -0.23
3 C -0.868 0.718 -0.449  -0.22
4 N -0.255 0.094 -1.599  -0.58
5 C 0.760 -0.590 -1.577  0.88
6 O 1.685 -1.275 -1.817  -0.53
7 H 1.410 0.583 1.028  0.37
8 H 1.276 -1.052 1.307  0.38
9 H -1.013 -1.070 0.735  0.20
10 H -0.929 0.405 1.714  0.18
11 H -1.948 0.793 -0.613  0.21
12 H -0.489 1.745 -0.340  0.19

Which value of F_max does entry 2 give? 1.81 eV/Å

Look up the F_max of the first one. 3.66 eV/Å

Which of these has the highest F_max? C3H6N2